Here is a 15-piece molecular cluster, C51H94BCl6O38 overall from the Open Molecules 2025 dataset. Energies are from ωB97M-V with the def2-TZVPD basis set.

Summary:
- LUMO (eV) = 2.006
- total charge = -1
- gap between HOMO and LUMO (eV) = 10.2
- molecular weight (g/mol) = 1538.80
- E (Eh) = -7645.2079

Last columns: bonded neighbours and bond lengths (Å).
Element x y z (Å)
1 O -0.3146 1.7616 3.6400  C2 1.155
2 C -0.1430 1.2460 2.6206  O1 1.155, O3 1.282, C6 1.532
3 O -0.6934 0.1715 2.1904  C2 1.282, B4 1.471
4 B -0.2490 -0.0969 0.8140  O3 1.471, O5 1.457, O8 1.471, O12 1.459
5 O 0.6379 1.0087 0.4745  B4 1.457, C6 1.306
6 C 0.8115 1.7516 1.5341  C2 1.532, O5 1.306, O7 1.168
7 O 1.5988 2.6095 1.6229  C6 1.168
8 O -1.3934 -0.1097 -0.1106  B4 1.471, C9 1.300
9 C -1.4638 -1.2523 -0.7272  O8 1.300, O10 1.160, C11 1.551
10 O -2.2309 -1.5227 -1.5538  C9 1.160
11 C -0.3420 -2.1401 -0.1278  C9 1.551, O12 1.290, O13 1.154
12 O 0.3636 -1.4139 0.6722  B4 1.459, C11 1.290
13 O -0.1599 -3.2629 -0.3253  C11 1.154
14 C -1.4555 1.1960 6.2893  Cl15 1.776, Cl16 1.793, H17 1.076, H18 1.075
15 Cl -1.7513 1.6887 7.9698  C14 1.776
16 Cl -2.1739 -0.4059 5.9271  C14 1.793
17 H -1.9107 1.9043 5.6190  C14 1.076
18 H -0.3924 1.1095 6.1543  C14 1.075
19 C 2.0568 -2.0653 3.7337  Cl20 1.763, Cl21 1.767, H22 1.079, H23 1.079
20 Cl 2.5720 -3.2978 4.8846  C19 1.763
21 Cl 3.3694 -0.9306 3.3966  C19 1.767
22 H 1.7184 -2.5393 2.8251  C19 1.079
23 H 1.2628 -1.5120 4.2101  C19 1.079
24 C 0.5051 4.7007 3.9222  Cl25 1.778, Cl26 1.773, H27 1.072, H28 1.081
25 Cl -1.1917 5.0279 3.5049  C24 1.778
26 Cl 1.3091 6.1671 4.5115  C24 1.773
27 H 0.5114 3.9135 4.6501  C24 1.072
28 H 1.0170 4.3913 3.0221  C24 1.081
29 C 0.3021 6.2741 0.3293  C30 1.513, H36 1.099, H37 1.091, H38 1.091
30 C 1.8012 6.0852 0.2476  C29 1.513, O31 1.436, H39 1.087, H40 1.085
31 O 2.1806 6.3151 -1.1182  C30 1.436, C32 1.311
32 C 2.5141 7.5308 -1.4788  O31 1.311, O33 1.158, O34 1.331
33 O 2.7718 7.8553 -2.5604  C32 1.158
34 O 2.5036 8.3644 -0.4418  C32 1.331, C35 1.428
35 C 2.9001 9.7057 -0.7319  O34 1.428, H41 1.098, H42 1.082, H43 1.082
36 H -0.2190 5.4478 -0.1743  C29 1.099
37 H -0.0111 7.1545 -0.2338  C29 1.091
38 H -0.1232 6.2895 1.3337  C29 1.091
39 H 2.0221 5.0405 0.4509  C30 1.087
40 H 2.3188 6.6971 0.9790  C30 1.085
41 H 2.1594 10.1388 -1.4176  C35 1.098
42 H 3.8797 9.7307 -1.1917  C35 1.082
43 H 2.8063 10.2616 0.1914  C35 1.082
44 C -4.0071 0.9888 2.7590  C45 1.517, H51 1.092, H52 1.083, H53 1.092
45 C -4.3788 2.4413 2.5284  C44 1.517, O46 1.417, H54 1.085, H55 1.095
46 O -3.4522 3.0493 1.6448  C45 1.417, C47 1.299
47 C -3.5195 2.7367 0.3857  O46 1.299, O48 1.171, O49 1.340
48 O -4.4020 2.1341 -0.0924  C47 1.171
49 O -2.4219 3.2307 -0.2037  C47 1.340, C50 1.370
50 C -2.2979 3.0615 -1.5576  O49 1.370, H56 1.084, H57 1.088, H58 1.082
51 H -4.8658 0.3992 3.0876  C44 1.092
52 H -3.1906 0.8728 3.4607  C44 1.083
53 H -3.7533 0.5949 1.7724  C44 1.092
54 H -4.3795 2.9573 3.4834  C45 1.085
55 H -5.3691 2.4857 2.0634  C45 1.095
56 H -1.3929 3.5886 -1.8365  C50 1.084
57 H -3.1299 3.5121 -2.0954  C50 1.088
58 H -2.2080 2.0114 -1.8016  C50 1.082
59 C 6.2757 -2.8633 2.8002  C60 1.499, H66 1.096, H67 1.097, H68 1.090
60 C 5.9711 -4.3272 2.6904  C59 1.499, O61 1.436, H69 1.091, H70 1.084
61 O 4.5608 -4.5199 2.5012  C60 1.436, C62 1.333
62 C 4.1607 -4.9667 1.3107  O61 1.333, O63 1.203, O64 1.318
63 O 4.8759 -5.2368 0.3813  C62 1.203
64 O 2.8454 -5.0499 1.3186  C62 1.318, C65 1.405
65 C 2.2649 -5.5102 0.1245  O64 1.405, H71 1.091, H72 1.090, H73 1.087
66 H 6.0210 -2.2603 1.9214  C59 1.096
67 H 7.3480 -2.6862 2.9500  C59 1.097
68 H 5.7756 -2.3629 3.6289  C59 1.090
69 H 6.1454 -4.8339 3.6403  C60 1.091
70 H 6.5534 -4.8061 1.9120  C60 1.084
71 H 2.7856 -6.3600 -0.3200  C65 1.091
72 H 2.1744 -4.7276 -0.6293  C65 1.090
73 H 1.2450 -5.8201 0.3354  C65 1.087
74 C 4.3973 -2.5972 -5.3919  C75 1.512, H81 1.098, H82 1.083, H83 1.086
75 C 4.1036 -1.3216 -4.6357  C74 1.512, O76 1.403, H84 1.089, H85 1.089
76 O 3.4325 -1.6195 -3.4399  C75 1.403, C77 1.270
77 C 4.0739 -1.4819 -2.3521  O76 1.270, O78 1.152, O79 1.270
78 O 5.1885 -1.2103 -2.2469  C77 1.152
79 O 3.2454 -1.6961 -1.4141  C77 1.270, C80 1.403
80 C 3.7568 -1.6415 -0.1085  O79 1.403, H86 1.086, H87 1.100, H88 1.088
81 H 5.0058 -2.2761 -6.2482  C74 1.098
82 H 3.4749 -3.0553 -5.7267  C74 1.083
83 H 5.0235 -3.2662 -4.8089  C74 1.086
84 H 3.4380 -0.6714 -5.2009  C75 1.089
85 H 5.0109 -0.7401 -4.4817  C75 1.089
86 H 3.0686 -1.2327 0.6259  C80 1.086
87 H 4.5882 -0.9221 -0.0603  C80 1.100
88 H 4.1065 -2.6226 0.2052  C80 1.088
89 C -0.1721 2.8849 -4.3589  C90 1.513, H96 1.085, H97 1.088, H98 1.089
90 C 0.9414 3.3254 -3.4334  C89 1.513, O91 1.423, H99 1.087, H100 1.087
91 O 1.3233 4.6472 -3.7946  C90 1.423, C92 1.310
92 C 2.3339 4.8725 -4.5966  O91 1.310, O93 1.168, O94 1.332
93 O 2.7880 5.9392 -4.7392  C92 1.168
94 O 2.7314 3.7693 -5.2280  C92 1.332, C95 1.444
95 C 3.9577 3.8442 -5.9874  O94 1.444, H101 1.077, H102 1.096, H103 1.094
96 H 0.2234 2.8790 -5.3690  C89 1.085
97 H -0.9821 3.6069 -4.2843  C89 1.088
98 H -0.5518 1.8957 -4.1091  C89 1.089
99 H 1.7683 2.6204 -3.4510  C90 1.087
100 H 0.5497 3.4299 -2.4253  C90 1.087
101 H 4.1146 2.8966 -6.4757  C95 1.077
102 H 4.7813 4.0309 -5.2881  C95 1.096
103 H 3.9235 4.7063 -6.6595  C95 1.094
104 C 3.3471 5.3339 10.0300  C105 1.501, H111 1.084, H112 1.088, H113 1.097
105 C 4.0255 5.0082 8.7309  C104 1.501, O106 1.448, H114 1.100, H115 1.093
106 O 3.0478 4.3462 7.8936  C105 1.448, C107 1.342
107 C 3.3455 4.0988 6.6087  O106 1.342, O108 1.164, O109 1.318
108 O 4.2374 4.5271 5.9955  C107 1.164
109 O 2.4745 3.2137 6.1660  C107 1.318, C110 1.447
110 C 2.9230 2.3708 5.0787  O109 1.447, H116 1.090, H117 1.088, H118 1.100
111 H 2.8595 4.4480 10.4189  C104 1.084
112 H 2.7338 6.2244 9.9048  C104 1.088
113 H 4.0784 5.6380 10.7893  C104 1.097
114 H 4.8582 4.3025 8.8658  C105 1.100
115 H 4.4771 5.8782 8.2480  C105 1.093
116 H 3.3861 2.9173 4.2577  C110 1.090
117 H 2.0178 1.8402 4.7893  C110 1.088
118 H 3.6231 1.5809 5.3899  C110 1.100
119 C -10.1512 -1.7484 -2.2207  C120 1.529, H126 1.086, H127 1.089, H128 1.087
120 C -9.8193 -0.7562 -3.3359  C119 1.529, O121 1.389, H129 1.086, H130 1.099
121 O -8.5086 -0.7062 -3.7936  C120 1.389, C122 1.301
122 C -8.1461 -1.7937 -4.4077  O121 1.301, O123 1.195, O124 1.313
123 O -8.8756 -2.7046 -4.6662  C122 1.195
124 O -6.8955 -1.6604 -4.7852  C122 1.313, C125 1.419
125 C -6.3928 -2.8072 -5.4518  O124 1.419, H131 1.089, H132 1.079, H133 1.084
126 H -9.6519 -2.7076 -2.3193  C119 1.086
127 H -11.2222 -1.9441 -2.2578  C119 1.089
128 H -9.8573 -1.2946 -1.2781  C119 1.087
129 H -10.0802 0.2350 -2.9771  C120 1.086
130 H -10.4963 -0.9493 -4.1800  C120 1.099
131 H -6.9999 -2.9853 -6.3386  C125 1.089
132 H -6.3791 -3.6656 -4.7975  C125 1.079
133 H -5.3779 -2.5743 -5.7519  C125 1.084
134 C -5.4548 -10.2025 -1.4408  C135 1.509, H141 1.088, H142 1.086, H143 1.098
135 C -5.5861 -8.7050 -1.5687  C134 1.509, O136 1.427, H144 1.088, H145 1.090
136 O -4.4523 -8.1312 -0.9185  C135 1.427, C137 1.332
137 C -4.1882 -6.8552 -1.1934  O136 1.332, O138 1.150, O139 1.287
138 O -4.8206 -6.1647 -1.8602  C137 1.150
139 O -3.0979 -6.5372 -0.5879  C137 1.287, C140 1.397
140 C -2.7552 -5.1828 -0.6142  O139 1.397, H146 1.082, H147 1.098, H148 1.081
141 H -5.2063 -10.4881 -0.4212  C134 1.088
142 H -4.7860 -10.6103 -2.1924  C134 1.086
143 H -6.4282 -10.6673 -1.6469  C134 1.098
144 H -6.4651 -8.3118 -1.0621  C135 1.088
145 H -5.6249 -8.4662 -2.6311  C135 1.090
146 H -1.6882 -5.0592 -0.4876  C140 1.082
147 H -3.2306 -4.6292 0.2056  C140 1.098
148 H -3.0539 -4.6772 -1.5222  C140 1.081
149 O 6.3634 2.3854 -0.6061  C150 1.208
150 C 6.2197 1.6672 0.3539  O149 1.208, O151 1.329, C154 1.474
151 O 6.9493 0.5844 0.6024  C150 1.329, C152 1.429
152 C 7.9911 0.2849 -0.3286  O151 1.429, C153 1.517, H155 1.085, H156 1.086
153 C 9.2911 0.9501 0.0817  C152 1.517, H157 1.094, H158 1.087, H159 1.088
154 C 5.2596 1.9490 1.4369  C150 1.474, H160 1.104, H161 1.093, H162 1.080
155 H 7.7112 0.5648 -1.3389  C152 1.085
156 H 8.1155 -0.7933 -0.3066  C152 1.086
157 H 9.7311 0.3408 0.8772  C153 1.094
158 H 9.1487 1.9526 0.4769  C153 1.087
159 H 9.9969 0.9855 -0.7456  C153 1.088
160 H 5.2225 1.0682 2.1013  C154 1.104
161 H 4.2287 1.9502 1.0752  C154 1.093
162 H 5.4899 2.8371 2.0058  C154 1.080
163 O -7.6178 -1.8084 -0.0282  C164 1.145
164 C -6.5327 -1.6897 0.3181  O163 1.145, O165 1.349, C168 1.495
165 O -6.1651 -1.9562 1.5883  C164 1.349, C166 1.426
166 C -7.2131 -2.2601 2.5057  O165 1.426, C167 1.522, H169 1.094, H170 1.085
167 C -6.5877 -2.4552 3.8790  C166 1.522, H171 1.091, H172 1.091, H173 1.088
168 C -5.3376 -1.3739 -0.5221  C164 1.495, H174 1.079, H175 1.086, H176 1.096
169 H -7.6853 -3.2235 2.2933  C166 1.094
170 H -7.9683 -1.4819 2.4659  C166 1.085
171 H -6.0668 -3.4140 3.8847  C167 1.091
172 H -7.3774 -2.5317 4.6275  C167 1.091
173 H -5.8827 -1.6720 4.1505  C167 1.088
174 H -5.6226 -0.9286 -1.4631  C168 1.079
175 H -4.6721 -2.2267 -0.6225  C168 1.086
176 H -4.7522 -0.6451 0.0493  C168 1.096
177 O 0.7986 -1.1843 -5.4881  C178 1.132
178 C -0.2645 -1.4903 -5.2484  O177 1.132, O179 1.301, C182 1.477
179 O -0.5808 -2.5777 -4.6072  C178 1.301, C180 1.453
180 C 0.5010 -3.1774 -3.8455  O179 1.453, C181 1.451, H183 1.090, H184 1.093
181 C 0.1529 -4.5458 -3.5098  C180 1.451, H185 1.088, H186 1.090, H187 1.094
182 C -1.4369 -0.7159 -5.7040  C178 1.477, H188 1.078, H189 1.093, H190 1.087
183 H 0.7359 -2.6024 -2.9503  C180 1.090
184 H 1.3826 -3.1703 -4.4912  C180 1.093
185 H -0.8069 -4.6422 -3.0060  C181 1.088
186 H 0.9374 -4.9606 -2.8768  C181 1.090
187 H 0.1012 -5.1799 -4.3993  C181 1.094
188 H -2.3888 -1.1305 -5.4145  C182 1.078
189 H -1.3648 -0.6794 -6.7935  C182 1.093
190 H -1.3006 0.3024 -5.3487  C182 1.087